124
Properties=species:S:1:pos:R:3:forces:R:3 method="wB97M-V/def2-TZVPD" gap_ev=6.47 e_homo_ev=-5.14 charge=-1
C 1.156 -0.186 6.683 0.2827 0.0559 0.0223
C 2.050 -0.107 5.444 -0.4221 0.3295 0.0906
C 1.432 0.740 4.310 0.1601 -0.0087 0.3052
C 1.135 -0.096 3.086 -0.1105 0.0301 -0.2270
N 0.767 0.728 1.894 -0.1303 -0.7268 0.3068
C -0.708 0.863 1.714 0.0081 0.5704 -0.4718
C -1.444 1.729 2.741 0.0039 -0.0567 -0.3794
C -2.547 0.971 3.464 0.1876 -0.0099 0.7290
C -2.120 -0.321 4.187 -0.6355 -0.3577 0.0233
B -2.335 -1.705 3.333 0.6081 0.2432 -0.2366
C -2.248 -3.032 4.291 -0.3280 -0.0985 -0.3467
Br -0.391 -3.152 4.995 -0.1209 -0.0029 0.1270
C -2.592 -4.308 3.550 0.5071 0.1637 -0.4276
C -1.886 -4.466 2.209 0.1288 -0.2870 0.3795
Br -2.221 -5.958 4.618 -0.2994 -0.1303 0.1490
C 1.246 0.086 0.719 0.1685 0.2637 -0.1193
S 2.207 0.850 -0.351 0.0177 0.0341 -0.2063
S 0.690 -1.557 0.508 -0.0368 -0.0027 0.0694
C 1.088 -1.928 -1.206 -0.1093 -0.0409 0.1280
C 0.624 -3.348 -1.488 0.3701 -0.0820 -0.3054
C 0.749 -3.674 -2.978 0.1304 0.0809 0.3688
H 0.730 0.791 6.905 -0.1407 0.0770 -0.0039
H 0.359 -0.911 6.543 -0.1300 0.0811 0.0360
H 1.742 -0.469 7.558 -0.0082 -0.1985 0.0806
H 2.996 0.346 5.733 0.2215 -0.1589 -0.0398
H 2.224 -1.120 5.083 0.2446 -0.0768 -0.0131
H 2.122 1.531 4.019 0.0509 0.0875 -0.0922
H 0.544 1.232 4.701 -0.1262 0.0006 -0.1213
H 2.052 -0.636 2.849 0.1116 -0.0002 -0.1219
H 0.372 -0.857 3.276 0.0032 0.0339 0.0933
H -0.811 1.351 0.744 -0.0077 -0.0272 -0.1413
H -1.180 -0.113 1.621 -0.0507 -0.0614 0.2007
H -0.740 2.204 3.420 0.0449 -0.1113 0.1593
H -1.908 2.548 2.188 -0.0053 0.1709 0.0270
H -2.971 1.647 4.214 -0.0944 0.2096 -0.0790
H -3.357 0.744 2.771 -0.0156 -0.0553 -0.1590
H -2.755 -0.389 5.081 0.0194 -0.0405 0.1401
H -1.100 -0.255 4.575 -0.0050 0.1810 0.0159
H -1.432 -1.815 2.508 -0.2194 -0.1336 0.0047
H -3.392 -1.682 2.711 -0.1501 -0.1139 0.2319
H -2.906 -2.932 5.152 0.2605 -0.0944 0.3424
H -3.664 -4.353 3.382 -0.1479 0.0494 0.2367
H -1.850 -5.515 1.926 -0.1390 -0.0659 -0.1554
H -0.862 -4.116 2.314 0.1047 0.0987 -0.1412
H -2.409 -3.885 1.456 0.0728 0.1920 -0.0748
H 0.561 -1.215 -1.840 -0.0214 0.1310 -0.0486
H 2.151 -1.807 -1.391 0.1164 -0.0180 0.0067
H -0.405 -3.483 -1.157 0.1849 -0.3018 0.2009
H 1.235 -4.047 -0.918 -0.0307 -0.0142 0.1878
H 0.836 -4.749 -3.120 -0.1904 -0.0925 -0.1719
H 1.656 -3.218 -3.375 0.0710 0.0152 -0.0911
H -0.098 -3.291 -3.537 -0.0600 -0.0634 -0.2029
C -3.603 -2.195 -1.203 -0.0946 0.1564 -0.4727
O -3.495 -2.313 0.006 -0.1680 -0.0748 0.0963
N -2.528 -2.338 -2.039 -0.2178 0.0497 0.0494
N -4.798 -1.909 -1.808 0.1063 -0.0886 0.1633
H -2.578 -2.246 -3.036 -0.0063 -0.0641 -0.0857
H -1.643 -2.535 -1.610 -0.1855 0.1693 -0.0517
H -5.609 -1.785 -1.219 -0.1203 0.0460 0.0154
H -4.899 -1.805 -2.799 0.0735 0.0072 -0.0209
C 5.087 4.114 -1.420 -0.0709 0.1702 0.0402
O 5.874 3.180 -1.425 0.0376 0.0070 -0.0318
N 3.772 4.003 -1.098 -0.1794 -0.0733 0.0383
N 5.468 5.396 -1.742 0.0871 0.0829 -0.1010
H 3.159 4.804 -1.109 0.0413 0.0476 0.0675
H 3.403 3.104 -0.834 0.0629 0.0274 0.0410
H 6.427 5.543 -1.984 0.0154 -0.0422 0.0153
H 4.827 6.171 -1.721 -0.0782 -0.0454 0.0898
C -1.825 -4.703 -5.957 0.1819 -0.3767 0.1540
O -1.679 -3.652 -5.357 -0.1266 0.2152 0.0269
N -1.027 -5.068 -7.006 -0.1965 0.2781 -0.3079
N -2.792 -5.614 -5.635 -0.0390 0.1243 -0.0851
H -1.099 -5.954 -7.474 0.2025 -0.1747 0.2702
H -0.289 -4.437 -7.255 0.0015 0.0320 0.0448
H -3.400 -5.393 -4.868 -0.0342 0.0213 -0.0119
H -2.910 -6.491 -6.110 0.0656 -0.0512 0.0622
C 0.419 -8.451 -6.136 0.0442 0.0355 0.1959
O -0.420 -7.958 -6.874 -0.1136 -0.0452 -0.1889
N 1.748 -8.159 -6.248 -0.0222 -0.0634 -0.0729
N 0.088 -9.322 -5.140 0.0040 -0.0426 -0.0873
H 2.452 -8.542 -5.647 -0.0165 0.0153 0.0370
H 2.018 -7.512 -6.964 -0.0058 0.0285 0.0129
H -0.883 -9.543 -5.028 -0.0132 0.0266 0.0164
H 0.756 -9.729 -4.515 0.0119 0.0389 0.0204
C 3.259 7.603 0.311 0.1332 -0.0342 0.2901
O 2.863 7.032 -0.703 0.0575 -0.0129 -0.2650
N 3.639 6.937 1.426 -0.3126 -0.0999 -0.0834
N 3.359 8.963 0.393 -0.1002 -0.0680 0.0304
H 3.991 7.383 2.255 0.2582 -0.0735 -0.0482
H 3.613 5.933 1.400 0.0575 -0.0199 -0.0226
H 3.087 9.496 -0.410 0.0160 -0.0122 -0.0210
H 3.701 9.437 1.213 0.0403 0.1266 -0.1204
C -7.197 -2.089 1.280 0.2104 -0.1979 0.2154
O -7.418 -1.590 0.180 -0.0560 0.0353 -0.1459
N -8.214 -2.331 2.173 -0.0921 0.0218 -0.0703
N -5.958 -2.439 1.682 -0.4634 -0.0020 -0.1800
H -8.064 -2.733 3.078 0.0580 0.0257 0.0041
H -9.141 -2.078 1.893 0.0000 0.0128 -0.0159
H -5.205 -2.247 1.042 0.6383 -0.0405 0.0546
H -5.745 -2.863 2.565 0.0401 0.1361 0.0627
C 3.629 12.165 2.254 -0.1568 0.0600 0.0320
O 4.331 11.172 2.136 0.1729 -0.0680 0.0241
N 2.317 12.084 2.615 0.0512 -0.0190 -0.0007
N 4.108 13.423 2.028 0.0187 -0.0255 0.0195
H 1.719 12.883 2.715 0.0068 0.0118 -0.0156
H 1.939 11.169 2.781 -0.0052 -0.0104 -0.0111
H 5.070 13.506 1.758 0.0059 -0.0126 -0.0089
H 3.552 14.251 2.117 -0.0220 -0.0109 0.0070
C 6.939 7.502 3.544 0.1061 0.1112 -0.0692
O 5.829 7.029 3.379 -0.1396 0.0318 0.1127
N 7.944 6.803 4.151 -0.0222 0.0128 0.0418
N 7.260 8.767 3.132 -0.0462 -0.0297 0.0248
H 8.866 7.167 4.293 0.0020 0.0129 -0.0314
H 7.733 5.870 4.455 -0.0130 -0.0158 -0.0304
H 6.539 9.304 2.684 -0.0204 0.0315 0.0086
H 8.167 9.174 3.254 0.0146 -0.0257 0.0025
C -5.044 -6.298 -8.661 0.0501 0.0091 -0.0314
O -5.467 -6.713 -7.597 0.0092 -0.0502 0.0146
N -3.921 -5.526 -8.755 0.0044 -0.0609 -0.0111
N -5.664 -6.583 -9.851 -0.0021 -0.0031 -0.0091
H -3.551 -5.186 -9.622 -0.0277 0.0038 -0.0133
H -3.447 -5.297 -7.899 -0.0688 0.1221 0.0029
H -6.489 -7.149 -9.812 -0.0066 -0.0017 0.0223
H -5.336 -6.254 -10.739 0.0127 0.0246 0.0106

114
Properties=species:S:1:pos:R:3:forces:R:3 method="wB97M-V/def2-TZVPD" gap_ev=8.50 e_homo_ev=-8.21 smiles="CN(C)P(=O)(N(C)C)N(C)C.CN(C)P(=O)(N(C)C)N(C)C.CN(C)P(=O)(N(C)C)N(C)C.CNC(C)=O.ClCCl.ClCCl.ClCCl"
C -4.432 4.489 7.214 0.2881 -0.8763 0.4698
N -4.399 3.018 6.938 0.0981 1.3201 -0.6169
C -4.521 2.255 8.140 -2.0034 -2.3579 0.5259
P -5.463 2.496 5.767 4.1745 -1.1964 -2.1330
O -6.871 2.606 5.932 -3.6764 0.6314 0.4499
N -4.879 3.310 4.391 0.3953 -0.1000 0.5548
C -3.466 3.661 4.202 -0.7832 -0.3450 -0.2805
C -5.667 3.490 3.170 -0.7641 0.3527 1.7600
N -5.047 0.871 5.704 -1.1359 0.7588 0.7106
C -3.695 0.441 5.585 -0.2072 0.0731 -2.0909
C -6.082 -0.159 5.791 0.1439 0.4655 -0.8184
H -5.176 4.648 8.054 0.7889 0.4195 -1.1620
H -4.617 5.023 6.276 -0.5655 -0.0277 0.3929
H -3.409 4.797 7.493 -0.4792 -0.0837 0.3706
H -5.617 2.118 8.395 0.9159 0.5100 0.2799
H -3.999 2.694 8.944 0.5226 0.7338 0.9099
H -4.204 1.187 8.105 0.2991 0.8770 -0.5326
H -2.954 3.473 5.139 0.3799 0.0186 -0.2033
H -3.076 3.048 3.366 0.2543 0.2477 0.4494
H -3.364 4.722 3.923 -0.0083 -0.1664 0.0943
H -6.625 3.017 3.345 -0.2789 -0.1916 -0.1844
H -5.898 4.566 3.083 0.3332 -0.3387 -0.6304
H -5.195 3.032 2.311 0.2366 0.1465 -0.3229
H -3.004 1.282 5.623 -0.0334 -0.1407 -0.1515
H -3.449 -0.244 6.341 0.5009 -1.0241 1.2694
H -3.634 -0.102 4.617 0.6791 0.2767 0.3470
H -5.696 -1.149 5.950 0.7047 -0.3007 0.4152
H -6.611 -0.250 4.854 -0.3740 0.0884 -0.4848
H -6.812 0.058 6.540 -0.3859 0.2230 0.5864
C 0.829 -3.992 -2.249 -0.5060 1.4277 -0.4240
N 1.602 -4.811 -1.316 0.6031 1.2189 -0.1514
C 2.812 -4.071 -0.992 1.2389 0.6700 1.1659
P 0.963 -5.602 -0.014 -1.3580 -0.7467 -0.1345
O 0.401 -4.777 1.074 0.0771 -0.2322 0.0221
N -0.157 -6.578 -0.770 -1.4511 -0.6061 1.6259
C -1.203 -7.246 0.099 0.0494 1.3398 -1.1090
C 0.049 -7.268 -2.005 -0.5244 1.1811 -0.7633
N 2.103 -6.653 0.542 2.1322 -0.0139 0.2815
C 3.016 -7.424 -0.337 -1.2535 1.1109 0.1497
C 2.635 -6.492 1.893 -1.6364 -0.1209 -0.5799
H 1.398 -4.013 -3.196 -0.6052 -0.1013 0.0737
H 0.809 -2.877 -1.972 0.1036 -1.5650 0.0446
H -0.246 -4.257 -2.388 1.0111 -0.3327 0.1479
H 3.412 -4.583 -0.240 0.0875 -0.6427 -0.2360
H 2.684 -3.105 -0.419 -0.5581 -0.4919 -1.0575
H 3.471 -3.903 -1.864 -0.5281 -0.0121 0.1961
H -2.163 -7.321 -0.466 0.7262 0.1351 0.3579
H -0.967 -8.217 0.497 0.6448 -0.7379 -0.3362
H -1.346 -6.645 0.979 -0.2463 0.5670 0.2035
H -0.829 -7.067 -2.630 -0.1101 -0.5337 -0.1284
H 0.856 -6.805 -2.549 0.5463 -0.0732 -0.1257
H 0.212 -8.321 -1.892 0.1029 -0.7395 0.0463
H 3.363 -6.804 -1.150 0.4101 0.2576 -0.3056
H 3.858 -7.717 0.286 -0.1043 -0.5529 -0.3580
H 2.414 -8.195 -0.796 0.4255 -0.8091 0.0414
H 2.933 -7.445 2.272 0.3553 -0.6186 0.2653
H 1.771 -6.173 2.409 -0.7349 0.3408 1.3280
H 3.367 -5.744 2.071 1.1338 0.6841 -0.3115
C 3.130 2.257 -5.477 -0.8932 0.3790 -0.5817
N 3.835 1.894 -4.277 0.9840 -0.0087 1.3490
C 4.473 3.061 -3.625 1.2953 -0.5087 -0.4636
P 4.476 0.323 -4.149 1.0790 -0.2944 -0.6144
O 5.600 -0.176 -4.993 -0.8588 0.8853 -0.1211
N 4.980 0.257 -2.581 0.2395 -0.1659 0.2098
C 4.171 0.597 -1.445 -0.0440 0.3177 1.2873
C 6.080 -0.657 -2.269 -1.3015 -2.2041 -0.7555
N 3.157 -0.670 -4.368 0.1183 0.8436 -0.8096
C 1.929 -0.189 -3.801 -1.7290 -0.3058 -0.2158
C 2.920 -1.289 -5.683 0.6810 -0.8109 0.2370
H 2.365 1.520 -5.724 -0.1440 0.1199 0.1820
H 3.749 2.304 -6.349 0.8541 -0.0125 -0.6315
H 2.657 3.270 -5.454 0.1964 -0.8346 0.5890
H 5.050 2.880 -2.688 -0.8692 -0.4369 -0.6107
H 3.712 3.803 -3.455 -0.2900 0.3521 0.1954
H 5.238 3.485 -4.296 -0.2775 0.1282 0.0005
H 3.417 1.393 -1.637 0.6167 -0.5967 -0.0068
H 3.664 -0.289 -1.006 0.0053 0.3509 -0.2939
H 4.866 0.957 -0.647 -0.5837 -0.0183 -0.3847
H 5.779 -1.622 -1.731 -0.2366 1.1661 -0.6250
H 6.563 -0.984 -3.189 -0.0827 0.2201 0.0715
H 6.803 -0.240 -1.647 1.1921 1.2409 1.1259
H 2.062 0.646 -3.146 0.2795 0.3944 0.4805
H 1.234 0.182 -4.593 0.3061 -0.3226 0.4530
H 1.398 -0.957 -3.230 0.0456 -0.0987 -0.1525
H 2.504 -2.299 -5.419 0.3250 0.7474 -0.9923
H 3.833 -1.317 -6.328 -0.5135 -0.3984 1.0265
H 2.221 -0.689 -6.265 -0.4740 -0.1252 0.0777
C -3.019 4.591 -1.645 2.1476 0.5409 0.2850
N -1.591 5.006 -1.828 -0.7986 -1.9735 -0.5141
C -0.571 4.272 -2.392 -2.4268 1.1179 1.5803
C 0.739 4.942 -2.247 1.6102 -1.6780 -1.5615
O -0.796 3.174 -2.846 0.5527 -0.8097 -0.5808
H -3.323 5.093 -0.732 -0.5217 0.2566 -0.2440
H -3.093 3.543 -1.431 0.1671 -0.6560 -0.1755
H -3.556 4.854 -2.533 -0.7606 0.1617 -0.2067
H -1.401 5.929 -1.594 0.4413 1.6210 0.5384
H 0.954 5.181 -1.206 0.2263 -0.0170 -0.2401
H 0.815 5.773 -2.925 -0.1971 0.8421 0.1014
H 1.444 4.211 -2.743 -0.2537 0.6682 1.1701
Cl -0.745 2.032 0.373 0.1733 -0.3548 -0.0264
C -0.661 0.757 -0.879 -0.0348 0.3232 -0.7084
Cl 0.300 -0.666 -0.481 0.1576 0.1238 0.4442
H -1.675 0.401 -1.045 0.1485 0.2371 -0.1048
H -0.216 1.227 -1.772 -0.4536 -0.2588 0.4658
Cl 3.506 5.308 2.130 0.1816 -0.4550 0.0267
C 4.092 3.667 1.746 1.6807 -0.2995 0.3881
Cl 2.794 2.572 1.306 -0.0298 0.0062 0.0511
H 4.813 3.747 0.916 -0.6587 0.0994 0.1214
H 4.712 3.235 2.588 -1.2101 0.6477 -0.6230
Cl -2.109 1.232 -5.416 0.4563 -0.1343 -0.3649
C -3.154 2.046 -4.283 0.5597 -0.1005 1.0410
Cl -3.747 0.855 -3.049 0.0790 0.7088 -0.3649
H -2.588 2.848 -3.776 -0.3218 -0.7827 -0.1943
H -3.976 2.426 -4.836 -0.8860 0.1655 -0.2332